ORCA calculation (the ωB97M-V functional and the def2-TZVPD basis) on a molecular structure, C41H40ClMoN2P2Se in a non-equilibrium geometry.

- orbital gap (spin up / spin down) (eV) = 4.4 / 5.5
- energy above the lowest of the compared OMol25 structures with the same formula, charge and spin (kcal per mole) = 0.0
- <S²> = 2.25
- strongest force on any atom (eV/A) = 3.66
- electronic energy (eV) = -144421.786
- HOMO (spin up / spin down) (Eh) = -0.600 / -0.597

```
! wB97M-V def2-TZVPD RIJCOSX def2/J DEFGRID3
* xyz 3 3
Mo -0.29 -0.07 0.00
Cl -2.58 -0.60 -0.54
P -0.99 -0.67 2.27
P -0.01 0.07 -2.43
C 0.25 -0.24 3.55
C -1.36 -2.43 2.63
C -2.50 0.27 2.78
C -0.75 1.56 -3.20
C 1.72 0.15 -3.02
C -0.71 -1.38 -3.31
C 0.06 0.80 4.46
C 1.06 1.13 5.38
C 2.28 0.45 5.36
C 2.49 -0.57 4.42
C 1.47 -0.94 3.54
H -0.89 1.35 4.48
H 0.88 1.92 6.11
H 3.06 0.71 6.07
H 3.45 -1.09 4.38
H 1.62 -1.79 2.87
C -2.60 1.63 2.44
C -3.71 2.38 2.83
C -4.74 1.76 3.55
C -4.67 0.40 3.85
C -3.56 -0.35 3.45
H -1.79 2.12 1.88
H -3.78 3.44 2.57
H -5.60 2.35 3.87
H -5.47 -0.09 4.40
H -3.52 -1.42 3.66
C -1.17 -2.96 3.92
C -1.44 -4.30 4.18
C -1.90 -5.14 3.16
C -2.08 -4.63 1.87
C -1.83 -3.28 1.61
H -0.81 -2.31 4.73
H -1.28 -4.70 5.19
H -2.11 -6.19 3.37
H -2.43 -5.28 1.07
H -2.01 -2.88 0.61
C 2.33 -0.91 -3.71
C 3.68 -0.82 -4.05
C 4.44 0.29 -3.67
C 3.83 1.34 -2.97
C 2.47 1.29 -2.68
H 1.75 -1.78 -4.00
H 4.14 -1.63 -4.62
H 5.50 0.35 -3.92
H 4.42 2.20 -2.65
H 1.98 2.14 -2.21
C -1.86 2.18 -2.61
C -2.42 3.33 -3.18
C -1.87 3.87 -4.34
C -0.76 3.26 -4.93
C -0.20 2.11 -4.37
H -2.30 1.77 -1.70
H -3.29 3.80 -2.71
H -2.32 4.76 -4.80
H -0.32 3.68 -5.84
H 0.67 1.66 -4.83
C -1.35 -1.22 -4.54
C -1.85 -2.33 -5.23
C -1.76 -3.61 -4.66
C -1.17 -3.77 -3.40
C -0.64 -2.67 -2.72
H -1.45 -0.22 -4.97
H -2.31 -2.20 -6.21
H -2.14 -4.47 -5.20
H -1.11 -4.76 -2.95
H -0.19 -2.80 -1.74
H -4.92 1.64 -0.65
H -4.95 0.90 -0.78
C 3.31 3.90 0.89
N 3.59 2.47 0.79
C 4.82 1.83 0.62
C 4.55 0.51 0.44
N 3.16 0.35 0.49
C 2.33 -0.81 0.21
C 2.60 1.57 0.68
Se 0.77 2.01 0.53
H 4.25 4.47 0.88
H 2.75 4.12 1.82
H 2.68 4.22 0.04
H 5.74 2.37 0.62
H 5.23 -0.30 0.24
H 2.37 -1.07 -0.85
H 2.71 -1.63 0.84
H 1.29 -0.55 0.58
*
```